[1]
Below is 9 unconnected molecules or ions with the total composition C18H26Cl24FN2O2 at a distorted geometry, with properties calculated with ωB97M-V with the def2-TZVPD basis set.

The geometry in ORCA input format:
```
! wB97M-V def2-TZVPD RIJCOSX def2/J DEFGRID3
* xyz 1 1
C 3.6138 -2.6738 -2.1235
C 2.2575 -3.1704 -2.6120
C 1.1938 -2.2703 -2.0181
O -0.0921 -2.8335 -2.1404
C -1.0159 -2.3922 -1.1865
C -1.1423 -0.9086 -1.1009
N -0.3762 -0.0745 -0.3761
C -0.7599 1.2422 -0.5649
C -0.0195 2.3356 0.1131
C 1.3536 2.5535 -0.5620
C 1.2302 3.4513 -1.7674
F 0.6125 2.7542 -2.8042
C -1.8098 1.2149 -1.4312
N -2.0074 -0.1136 -1.7292
O -2.9649 -0.5590 -2.5920
H 4.4340 -3.1037 -2.6787
H 3.6232 -1.5888 -2.2124
H 3.7166 -2.8682 -1.0610
H 2.0605 -4.1792 -2.2679
H 2.1984 -3.0988 -3.6910
H 1.4558 -2.0928 -0.9662
H 1.2483 -1.2892 -2.4988
H -1.9659 -2.8585 -1.4011
H -0.6624 -2.7275 -0.2091
H 0.4012 -0.3473 0.2001
H 0.1774 1.9946 1.1269
H -0.5886 3.2542 0.1088
H 2.0558 2.9615 0.1513
H 1.7433 1.5972 -0.9018
H 2.2043 3.7699 -2.1255
H 0.6003 4.3024 -1.5412
H -2.3752 2.0308 -1.8278
H -3.7917 -0.5386 -2.0809
C 0.2462 -5.9511 1.4558
Cl 1.9959 -5.9522 1.2528
Cl -0.2858 -4.4565 2.2324
Cl -0.5647 -6.1646 -0.0973
H -0.0238 -6.7777 2.0987
C -3.9398 -2.1609 1.9767
Cl -3.9244 -3.8320 1.4307
Cl -3.2065 -1.9978 3.5618
Cl -3.0926 -1.1276 0.7949
H -4.9678 -1.8280 2.0340
C 4.6829 0.4769 -0.5361
Cl 3.7172 -0.3860 0.6736
Cl 5.3958 1.9236 0.1674
Cl 5.9137 -0.5788 -1.2140
H 4.0211 0.7818 -1.3357
C -0.0670 -2.9408 6.4129
Cl -1.3890 -1.8013 6.1538
Cl -0.6815 -4.4989 6.9546
Cl 0.8790 -3.1242 4.9359
H 0.5757 -2.5399 7.1855
C 2.5430 0.8686 5.4915
Cl 0.8461 1.3135 5.6649
Cl 2.8078 -0.7994 5.9834
Cl 3.0636 1.0093 3.8105
H 3.1332 1.5351 6.1053
C -7.2245 0.2802 -2.7620
Cl -6.1878 -0.5332 -1.5673
Cl -8.0032 1.6796 -2.0445
Cl -6.2828 0.7282 -4.1789
H -7.9885 -0.4229 -3.0646
C -1.4310 5.5532 -3.8390
Cl -2.6478 6.4354 -4.7476
Cl -0.9420 6.4636 -2.4066
Cl -2.0267 3.9465 -3.3910
H -0.5634 5.4186 -4.4705
C 1.8623 5.2186 1.2685
Cl 0.1533 5.6300 1.3965
Cl 2.1792 3.6426 1.9976
Cl 2.3823 5.2321 -0.4194
H 2.4339 5.9623 1.8065
*
```

Properties
gap between HOMO and LUMO	0.3844	Ha
energy above the lowest of the compared OMol25 structures with the same formula, charge and spin	52.7	kcal/mol
electronic energy	-329409.5487	eV
LUMO level	-2.15	eV

Atom charges from the Löwdin analysis, given in e for atoms 1 to 8:
1 C -0.140
2 C -0.200
3 C -0.250
4 O -0.093
5 C -0.156
6 C -0.280
7 N 0.203
8 C -0.189

=====

[2]
Below is a molecular structure, C18H26F12N2O12 at a distorted geometry, with properties calculated with ωB97M-V with the def2-TZVPD basis set.

The geometry in ORCA input format:
```
! wB97M-V def2-TZVPD RIJCOSX def2/J DEFGRID3
* xyz 0 1
C -3.6524 -2.4248 0.6997
N -4.7231 -2.5219 -0.3486
O -4.9247 -3.5793 -0.9218
O -5.3719 -1.4447 -0.4887
H -3.1716 -3.3694 0.9539
H -4.0945 -2.1065 1.6439
H -3.0097 -1.6586 0.2663
C 0.7764 -1.9604 -2.8159
N 0.9248 -1.8752 -1.3253
O 0.4130 -1.0290 -0.7425
O 1.6956 -2.6567 -0.7982
H 1.7500 -2.2006 -3.2431
H 0.3526 -1.0246 -3.1803
H -0.0053 -2.6927 -3.0180
C 2.0215 0.9271 -0.2425
C 1.7166 0.7588 -1.7913
O 1.2870 2.0006 -2.4541
C 0.0761 2.3135 -2.8179
O -0.8605 1.5402 -2.7967
C -0.0197 3.7885 -3.3998
F 1.1318 4.5167 -3.4387
F -0.4873 3.5697 -4.6177
F -0.9858 4.4771 -2.7297
H 1.1613 1.4294 0.2002
H 2.8524 1.5888 0.0022
H 2.1010 -0.0115 0.3059
H 1.0947 -0.1277 -1.9154
H 2.6507 0.4783 -2.2780
C 2.3555 5.0646 0.5618
C 2.3465 3.5984 0.4268
O 1.7359 3.1747 1.6779
C 1.9244 1.8572 2.0722
O 2.6043 1.0734 1.4456
C 1.1604 1.5767 3.3622
F 1.2194 0.3251 3.7705
F 1.6103 2.3877 4.3435
F -0.1148 1.9599 3.0337
H 2.9813 5.5401 -0.1935
H 2.7746 5.3090 1.5379
H 1.3878 5.5176 0.3464
H 3.4247 3.4475 0.3733
H 1.9422 3.2123 -0.5090
C -1.9757 -1.1439 -0.6985
C -1.6247 -0.0595 0.2829
O -1.5103 1.1742 -0.3865
C -0.7262 2.1550 0.2343
O -0.0724 1.9800 1.2433
C -0.9039 3.5449 -0.3710
F -1.6934 3.6000 -1.4666
F -1.2018 4.4535 0.5295
F 0.2526 4.0080 -0.7007
H -1.5104 -1.0184 -1.6762
H -3.0548 -1.2539 -0.8064
H -1.7374 -2.1717 -0.4248
H -0.6520 -0.2625 0.7311
H -2.3859 -0.0533 1.0631
C 0.0924 -1.6422 1.6149
C -0.4643 -2.9475 1.0142
O 0.1588 -4.0158 1.6541
C -0.0798 -5.2231 1.2371
O -0.8596 -5.5586 0.3341
C 0.6747 -6.3018 2.0731
F 0.8356 -7.4521 1.4192
F 1.8803 -5.9206 2.5034
F -0.0876 -6.5728 3.1396
H 1.1695 -1.5178 1.5031
H -0.2944 -1.6859 2.6330
H -0.3564 -0.7419 1.1952
H -0.4066 -3.0098 -0.0725
H -1.5178 -3.1121 1.2404
*
```

Properties
gap between HOMO and LUMO	0.3349	Ha
energy above the lowest of the compared OMol25 structures with the same formula, charge and spin	450.2	kcal/mol
electronic energy	-79222.9904	eV
LUMO level	-0.55	eV

Atom charges from the Löwdin analysis, given in e for atoms 1 to 8:
1 C -0.005
2 N -0.397
3 O 0.095
4 O 0.041
5 H 0.100
6 H 0.122
7 H -0.035
8 C 0.090